(1)
DFT (wB97M-V/def2-TZVPD) results for a cluster of 7 separate species, C14H42O14 in total in a non-equilibrium geometry.

Geometry (Å):
C -20.80 9.19 -14.82
C -21.20 8.77 -13.42
O -21.74 9.84 -12.69
O -19.89 10.32 -14.88
H -21.76 9.37 -15.31
H -20.45 8.28 -15.29
H -20.30 8.48 -12.87
H -21.90 7.95 -13.29
H -21.01 10.46 -12.56
H -20.02 10.83 -14.08
C -6.73 1.50 -11.66
C -5.69 1.61 -10.61
O -5.88 2.85 -9.95
O -6.27 2.35 -12.73
H -7.80 1.61 -11.47
H -6.73 0.50 -12.10
H -4.68 1.40 -10.94
H -5.72 0.73 -9.96
H -5.24 2.89 -9.24
H -6.20 3.24 -12.38
C -13.00 1.82 -21.89
C -12.89 1.57 -20.37
O -14.19 1.35 -19.83
O -13.96 2.86 -21.97
H -13.40 0.96 -22.43
H -12.05 2.14 -22.31
H -12.46 2.42 -19.84
H -12.25 0.72 -20.10
H -14.04 1.11 -18.91
H -14.77 2.63 -21.51
C -12.56 -3.20 -5.90
C -13.88 -2.41 -5.50
O -14.47 -3.16 -4.46
O -12.80 -4.32 -6.72
H -12.00 -3.56 -5.04
H -11.96 -2.46 -6.44
H -14.55 -2.15 -6.32
H -13.61 -1.38 -5.28
H -14.88 -2.44 -3.99
H -13.64 -4.71 -6.44
C -25.55 1.64 -8.46
C -24.85 1.79 -9.89
O -23.71 2.62 -9.89
O -26.76 2.43 -8.72
H -24.96 1.94 -7.59
H -25.74 0.58 -8.33
H -25.43 2.29 -10.67
H -24.55 0.77 -10.12
H -22.92 2.11 -10.05
H -26.49 3.35 -8.72
C -16.72 1.63 -13.64
C -15.50 0.62 -13.35
O -15.51 -0.54 -14.25
O -16.51 2.78 -12.86
H -17.72 1.24 -13.45
H -16.66 1.92 -14.69
H -15.62 0.21 -12.34
H -14.47 0.98 -13.38
H -16.38 -0.92 -14.19
H -17.29 3.06 -12.38
C -22.57 -4.71 -15.65
C -22.65 -6.17 -15.90
O -23.00 -6.84 -14.70
O -21.43 -4.60 -14.79
H -23.40 -4.29 -15.09
H -22.47 -4.10 -16.55
H -21.74 -6.58 -16.33
H -23.49 -6.41 -16.54
H -22.17 -7.12 -14.30
H -21.35 -5.45 -14.34

Output
lowest unoccupied orbital energy: 0.008 hartree
structure (SMILES): OCCO.OCCO.OCCO.OCCO.OCCO.OCCO.OCCO
gap between HOMO and LUMO: 10.1215 eV

These are the Mulliken partial charges, in e, on atoms 1 to 6: number 1, C, carries -0.135; number 2, C, carries -0.618; number 3, O, carries -0.497; number 4, O, carries -0.455; number 5, H, carries 0.216; number 6, H, carries 0.299



(2)
DFT (wB97M-V/def2-TZVPD) results for a cluster of 7 separate species, C14H42O7 in total in a non-equilibrium geometry.

Geometry (Å):
C 0.32 -2.82 4.52
C 1.42 -3.86 4.20
O 0.85 -5.15 4.32
H -0.65 -3.12 4.11
H 0.56 -1.86 4.08
H 0.18 -2.66 5.58
H 2.34 -3.75 4.78
H 1.75 -3.85 3.16
H 1.06 -5.39 5.23
C -3.06 1.57 -3.56
C -2.01 2.25 -2.67
O -0.72 1.76 -2.90
H -4.10 1.69 -3.25
H -2.85 0.52 -3.76
H -2.83 1.89 -4.58
H -2.28 2.10 -1.62
H -1.93 3.32 -2.88
H -0.26 2.06 -3.68
C 4.14 0.89 1.13
C 3.36 0.05 2.10
O 3.51 0.38 3.46
H 3.77 0.64 0.13
H 5.16 0.52 1.14
H 4.18 1.96 1.34
H 3.60 -1.01 2.01
H 2.32 0.11 1.78
H 4.41 0.35 3.80
C -1.86 4.71 0.65
C -1.96 6.23 0.60
O -0.97 6.84 -0.18
H -2.65 4.19 1.18
H -1.00 4.31 1.20
H -1.91 4.33 -0.37
H -1.95 6.58 1.64
H -2.90 6.50 0.14
H -1.19 7.74 -0.43
C 0.17 -2.18 -5.48
C -0.45 -0.82 -4.96
O -0.61 -1.02 -3.58
H -0.68 -2.84 -5.32
H 1.05 -2.39 -4.87
H 0.39 -2.17 -6.55
H -1.31 -0.71 -5.61
H 0.36 -0.09 -4.91
H -0.58 -0.11 -3.27
C -1.26 0.01 2.22
C -0.89 1.00 1.15
O -0.40 0.33 -0.02
H -1.81 0.50 3.03
H -0.36 -0.42 2.67
H -1.85 -0.82 1.84
H -0.17 1.80 1.33
H -1.82 1.54 0.97
H -0.17 0.86 -0.79
C 1.47 -3.63 0.17
C -0.07 -3.40 0.14
O -0.70 -4.49 -0.53
H 1.94 -2.79 0.69
H 1.92 -3.60 -0.83
H 1.76 -4.56 0.66
H -0.32 -2.47 -0.37
H -0.40 -3.43 1.18
H -1.08 -4.12 -1.33

Output
charge: -1
2S+1: 2
lowest unoccupied orbital energy (spin up / spin down): 0.089 / 0.088 hartree
gap between HOMO and LUMO (spin up / spin down): 1.7964 / 9.5130 eV

These are the Mulliken partial charges, in e, on atoms 1 to 6: number 1, C, carries -0.682; number 2, C, carries -0.134; number 3, O, carries -0.529; number 4, H, carries 0.278; number 5, H, carries -0.007; number 6, H, carries 0.412



(3)
DFT (wB97M-V/def2-TZVPD) results for a cluster of 7 separate species, C14H42O7 in total in a non-equilibrium geometry.

Geometry (Å):
C -22.08 -3.32 -1.36
C -20.66 -3.41 -1.94
O -20.39 -4.78 -2.18
H -22.84 -3.67 -2.06
H -22.29 -2.28 -1.13
H -22.12 -3.86 -0.41
H -19.96 -3.07 -1.19
H -20.47 -2.86 -2.86
H -20.54 -5.20 -1.33
C -20.54 -9.17 -0.55
C -20.90 -8.41 0.73
O -20.25 -7.22 0.92
H -20.47 -8.63 -1.49
H -21.15 -10.07 -0.61
H -19.62 -9.67 -0.25
H -20.57 -8.95 1.62
H -21.98 -8.30 0.84
H -19.77 -7.16 1.75
C -10.70 -4.82 1.93
C -10.51 -4.80 3.42
O -9.13 -4.57 3.75
H -11.71 -5.18 1.73
H -9.97 -5.38 1.35
H -10.75 -3.81 1.52
H -10.72 -5.76 3.91
H -11.04 -3.96 3.87
H -8.81 -3.75 3.36
C -13.76 -7.76 -2.83
C -14.88 -6.91 -2.16
O -15.79 -6.62 -3.16
H -13.00 -8.08 -2.11
H -13.32 -7.20 -3.66
H -14.20 -8.70 -3.18
H -14.45 -5.95 -1.87
H -15.43 -7.40 -1.37
H -16.65 -6.53 -2.75
C -14.18 -9.06 -8.68
C -13.64 -8.03 -9.72
O -14.72 -7.75 -10.59
H -13.37 -9.77 -8.54
H -14.97 -9.65 -9.15
H -14.50 -8.79 -7.68
H -12.78 -8.38 -10.29
H -13.37 -7.05 -9.33
H -14.45 -6.96 -11.07
C -16.41 -2.74 1.45
C -16.50 -1.18 1.49
O -17.65 -0.81 0.77
H -15.47 -3.06 1.89
H -16.56 -3.22 0.48
H -17.15 -3.24 2.08
H -15.58 -0.75 1.11
H -16.63 -0.89 2.53
H -18.35 -0.81 1.43
C -13.11 -12.85 -4.59
C -11.94 -13.34 -3.72
O -11.70 -12.29 -2.79
H -12.99 -11.89 -5.09
H -14.04 -12.89 -4.02
H -13.13 -13.64 -5.34
H -11.00 -13.27 -4.25
H -12.14 -14.27 -3.19
H -11.15 -12.66 -2.10

Output
lowest unoccupied orbital energy: 0.013 hartree
structure (SMILES): CCO.CCO.CCO.CCO.CCO.CCO.CCO
gap between HOMO and LUMO: 10.2246 eV

These are the Mulliken partial charges, in e, on atoms 1 to 6: number 1, C, carries -1.021; number 2, C, carries -0.122; number 3, O, carries -0.478; number 4, H, carries 0.260; number 5, H, carries 0.328; number 6, H, carries 0.320



(4)
DFT (wB97M-V/def2-TZVPD) results for a structure of composition C14H43N6O9Tl in a non-equilibrium geometry.

Geometry (Å):
Tl -0.69 -4.54 -1.07
O 0.83 -2.98 0.73
H 0.83 -2.10 0.37
C 1.05 2.38 1.59
C 1.37 3.22 0.38
C 2.81 3.80 0.43
O 2.89 4.74 1.40
C 4.08 5.57 1.32
N 1.27 2.39 -0.85
H -0.02 2.16 1.70
H 1.31 2.91 2.51
H 1.56 1.42 1.59
H 0.73 4.09 0.28
H 3.05 4.21 -0.58
H 3.59 2.99 0.53
H 4.19 5.97 0.31
H 4.96 5.03 1.68
H 3.91 6.43 1.97
H 1.49 2.98 -1.66
H 1.99 1.67 -0.84
C -2.59 2.70 0.12
C -2.37 1.63 -0.98
C -2.39 2.20 -2.39
O -3.64 2.76 -2.60
C -3.63 3.97 -3.35
N -1.18 0.87 -0.72
H -3.50 3.26 -0.08
H -1.75 3.38 0.20
H -2.70 2.18 1.08
H -3.24 0.96 -0.91
H -2.29 1.37 -3.09
H -1.56 2.91 -2.53
H -3.01 3.88 -4.25
H -3.20 4.80 -2.78
H -4.65 4.15 -3.65
H -1.16 0.58 0.27
H -0.26 1.38 -0.94
C 2.91 -4.66 3.00
C 1.57 -4.75 3.74
O 0.77 -3.61 3.54
O 2.73 -4.71 1.62
H 3.47 -5.56 3.28
H 3.47 -3.80 3.40
H 1.62 -4.98 4.81
H 1.05 -5.63 3.31
H 0.74 -3.39 2.58
H 1.98 -4.09 1.36
C -3.42 -2.32 -2.95
C -2.09 -1.67 -3.25
O -1.26 -1.65 -2.08
O -3.24 -3.69 -2.69
H -4.00 -2.23 -3.88
H -4.03 -1.85 -2.19
H -2.15 -0.64 -3.63
H -1.63 -2.22 -4.08
H -1.10 -0.71 -1.77
H -3.65 -4.17 -3.42
C -2.74 -2.07 1.37
O -2.50 -2.81 0.40
N -1.72 -1.38 2.07
N -4.04 -1.94 1.84
H -1.91 -1.10 3.02
H -0.83 -1.83 1.87
H -4.28 -1.19 2.45
H -4.77 -2.35 1.28
C 4.20 -1.46 -0.26
O 5.02 -0.75 -0.89
N 4.44 -1.92 1.02
N 2.97 -1.79 -0.84
H 5.28 -1.64 1.50
H 3.84 -2.62 1.43
H 2.89 -1.71 -1.84
H 2.37 -2.41 -0.31

Output
charge: +2
lowest unoccupied orbital energy: -0.448 hartree
gap between HOMO and LUMO: 2.1823 eV

These are the Mulliken partial charges, in e, on atoms 1 to 6: number 1, Tl, carries 0.903; number 2, O, carries -0.663; number 3, H, carries 0.038; number 4, C, carries -1.316; number 5, C, carries 0.486; number 6, C, carries -0.836